246
Properties=species:S:1:pos:R:3 method="wB97M-V/def2-TZVPD" gap_ha=0.3074 smiles=CC1(C)CCCC(C)(C)N1O.CC1(C)CCCC(C)(C)N1O.CC1(C)CCCC(C)(C)N1O.CC1(C)CCCC(C)(C)N1O.CC1(C)CCCC(C)(C)N1O.CC1(C)CCCC(C)(C)N1O.CC1(C)CCCC(C)(C)N1O.CCCC#N.CCCC#N.CCCC#N molar_mass_g_mol=1308.120 homo_energy_ev=-7.95 largest_force_ev_per_a=4.27 spin_multiplicity=1 total_energy_ha=-4023.8505
C 16.27 11.83 8.57
C 17.09 11.66 9.84
C 16.59 12.53 11.02
C 16.85 10.20 10.16
C 17.73 9.66 11.19
C 19.22 9.89 10.89
C 19.61 11.39 10.50
C 19.75 12.25 11.81
C 20.92 11.28 9.73
N 18.55 11.96 9.57
O 18.76 13.29 9.28
H 16.11 12.84 8.20
H 16.76 11.37 7.71
H 15.26 11.42 8.69
H 16.58 13.58 10.74
H 15.55 12.21 11.15
H 17.06 12.36 11.98
H 15.80 10.06 10.40
H 17.03 9.60 9.27
H 17.46 10.08 12.16
H 17.59 8.58 11.22
H 19.42 9.21 10.05
H 19.88 9.56 11.69
H 20.78 12.27 12.14
H 19.34 11.67 12.64
H 19.42 13.28 11.74
H 21.72 10.88 10.34
H 21.22 12.29 9.45
H 20.91 10.73 8.79
H 18.45 13.69 10.10
C 25.33 14.64 12.64
C 24.27 15.37 11.76
C 23.08 14.40 11.45
C 23.74 16.56 12.69
C 24.71 17.72 12.80
C 25.07 18.26 11.44
C 25.72 17.15 10.55
C 25.71 17.75 9.14
C 27.20 16.88 11.00
N 24.85 15.91 10.51
O 25.28 14.94 9.64
H 25.86 13.88 12.07
H 26.08 15.35 12.99
H 24.83 14.16 13.48
H 22.66 13.94 12.35
H 22.24 14.97 11.03
H 23.36 13.57 10.81
H 22.77 17.01 12.44
H 23.50 16.14 13.66
H 24.28 18.52 13.41
H 25.63 17.46 13.32
H 25.85 19.01 11.62
H 24.25 18.83 11.01
H 26.22 18.71 9.02
H 24.64 17.86 8.99
H 26.16 17.01 8.49
H 27.52 15.84 11.03
H 27.36 17.23 12.01
H 27.91 17.45 10.40
H 24.65 15.23 8.98
C 22.33 9.66 13.82
C 23.81 9.70 14.29
C 24.48 8.39 13.91
C 24.50 10.80 13.47
C 25.89 11.12 14.08
C 25.79 11.58 15.51
C 25.12 10.49 16.40
C 26.10 9.28 16.51
C 24.97 11.20 17.71
N 23.85 10.02 15.76
O 23.15 9.15 16.61
H 21.75 8.83 14.23
H 21.80 10.48 14.29
H 22.18 9.71 12.74
H 25.56 8.44 13.98
H 24.04 7.54 14.43
H 24.20 8.15 12.88
H 24.50 10.56 12.40
H 23.88 11.69 13.43
H 26.62 10.32 13.99
H 26.32 11.95 13.51
H 25.26 12.53 15.56
H 26.76 11.72 15.98
H 26.99 9.40 15.90
H 25.66 8.29 16.43
H 26.52 9.16 17.51
H 24.39 10.50 18.31
H 24.39 12.11 17.51
H 25.91 11.48 18.19
H 23.77 8.41 16.62
C 13.00 9.61 13.07
C 13.35 10.24 14.44
C 14.42 9.39 15.22
C 13.92 11.65 14.22
C 12.80 12.60 13.72
C 11.69 12.77 14.81
C 11.13 11.36 15.23
C 10.38 11.59 16.57
C 10.14 10.99 14.03
N 12.16 10.26 15.36
O 11.59 9.04 15.69
H 12.53 8.63 13.17
H 12.28 10.19 12.48
H 13.90 9.53 12.46
H 14.03 8.40 15.44
H 15.40 9.45 14.74
H 14.44 9.72 16.26
H 14.37 12.01 15.14
H 14.74 11.66 13.50
H 13.22 13.57 13.47
H 12.47 12.34 12.72
H 10.84 13.31 14.39
H 12.04 13.34 15.67
H 10.17 10.65 17.08
H 9.45 12.12 16.38
H 10.97 12.19 17.27
H 9.30 11.68 13.96
H 9.63 10.03 14.14
H 10.68 11.06 13.08
H 11.95 8.90 16.57
C 19.41 17.36 19.63
C 18.79 18.32 18.56
C 19.88 18.43 17.49
C 17.56 17.60 18.12
C 16.53 18.52 17.39
C 16.24 19.92 18.12
C 17.56 20.65 18.59
C 18.19 21.36 17.37
C 17.20 21.76 19.61
N 18.45 19.59 19.23
O 19.55 20.13 19.90
H 19.51 16.30 19.41
H 20.36 17.74 20.02
H 18.86 17.35 20.57
H 20.61 19.20 17.74
H 20.42 17.50 17.29
H 19.39 18.75 16.57
H 17.82 16.88 17.34
H 17.07 17.09 18.94
H 16.87 18.74 16.38
H 15.59 18.02 17.14
H 15.68 19.55 18.98
H 15.61 20.53 17.48
H 19.17 21.75 17.67
H 17.53 22.13 16.98
H 18.35 20.59 16.62
H 16.81 22.62 19.07
H 18.10 22.12 20.12
H 16.48 21.44 20.37
H 19.26 20.02 20.81
C 26.54 15.20 17.45
C 25.40 16.07 18.15
C 24.94 17.25 17.23
C 24.20 15.11 18.37
C 23.16 15.58 19.41
C 23.89 15.83 20.65
C 25.15 16.81 20.63
C 24.51 18.26 20.58
C 25.93 16.59 21.87
N 25.97 16.48 19.44
O 27.02 17.45 19.32
H 27.04 14.52 18.15
H 26.21 14.58 16.61
H 27.37 15.82 17.11
H 24.62 16.82 16.28
H 24.21 17.86 17.76
H 25.85 17.81 17.01
H 23.62 15.06 17.44
H 24.49 14.08 18.55
H 22.74 16.48 18.95
H 22.40 14.84 19.68
H 24.22 14.82 20.92
H 23.24 16.16 21.46
H 25.23 19.07 20.47
H 23.86 18.52 21.41
H 23.87 18.20 19.70
H 25.32 16.65 22.77
H 26.69 17.36 21.97
H 26.44 15.63 21.94
H 27.55 17.19 20.08
C 18.64 11.26 18.05
C 19.12 11.27 16.53
C 19.37 9.70 16.17
C 17.98 11.80 15.61
C 17.87 13.30 15.47
C 19.28 13.92 15.15
C 20.44 13.42 16.08
C 21.76 13.79 15.42
C 20.27 14.19 17.45
N 20.35 11.96 16.27
O 21.39 11.53 17.04
H 19.45 10.90 18.69
H 18.33 12.22 18.45
H 17.76 10.62 18.13
H 19.88 9.66 15.20
H 20.09 9.40 16.93
H 18.41 9.20 16.30
H 18.12 11.39 14.61
H 16.98 11.53 15.96
H 17.12 13.54 14.71
H 17.50 13.69 16.41
H 19.17 15.00 15.19
H 19.47 13.71 14.10
H 21.82 13.26 14.47
H 22.62 13.43 15.99
H 21.90 14.87 15.34
H 19.35 13.86 17.94
H 20.11 15.26 17.36
H 21.00 13.95 18.22
H 21.79 10.87 16.47
C 14.78 11.33 19.97
C 14.92 12.12 18.60
C 15.20 13.64 18.89
C 14.98 14.47 17.73
N 14.75 15.08 16.81
H 14.70 10.26 19.78
H 13.90 11.53 20.59
H 15.54 11.69 20.67
H 13.98 12.05 18.06
H 15.71 11.68 17.99
H 16.19 13.77 19.31
H 14.51 13.87 19.71
C 22.21 11.69 22.13
C 22.46 10.24 21.71
C 21.55 9.88 20.48
C 20.12 9.75 20.80
N 19.01 9.65 21.05
H 21.14 11.87 22.22
H 22.69 12.42 21.48
H 22.59 11.86 23.14
H 22.33 9.46 22.46
H 23.51 10.12 21.45
H 21.80 8.97 19.94
H 21.69 10.72 19.80
C 15.29 15.83 13.59
C 15.96 17.23 13.53
C 17.49 17.16 13.57
C 18.09 16.36 12.42
N 18.43 15.75 11.48
H 15.18 15.38 12.61
H 14.35 15.89 14.15
H 15.89 15.24 14.28
H 15.69 17.89 14.35
H 15.50 17.71 12.66
H 17.76 16.64 14.49
H 17.93 18.16 13.56